Computed, not measured: a single C24H28N4O4 molecule at a distorted geometry, with ωB97M-V/def2-TZVPD.

SMILES string	C/C=C\C=C/C(=O)Nc1cccc(C2=NO[C@@]3(C2)C[C@@H](C(N)=O)N(C(=O)/C=C/CC)C3)c1
Kohn-Sham gap	8.5	eV
HOMO	-8.4	eV
E	-1451.30611	a.u.
max |F|	0.021	Eh/bohr

Cartesian coordinates (Å):
C  -6.24  -8.29  5.56
C  -5.55  -8.21  4.24
C  -4.89  -7.17  3.71
C  -4.71  -5.89  4.34
C  -4.05  -4.84  3.81
C  -3.38  -4.80  2.50
O  -3.33  -5.71  1.71
N  -2.79  -3.57  2.27
C  -2.07  -3.13  1.17
C  -1.80  -3.94  0.06
C  -1.07  -3.43  -1.00
C  -0.59  -2.13  -0.98
C  -0.85  -1.32  0.13
C  -0.37  0.05  0.19
N  -0.60  0.81  1.19
O  -0.06  2.04  1.01
C  0.63  2.12  -0.25
C  0.44  0.74  -0.89
C  0.08  3.29  -1.08
C  1.25  3.70  -1.98
C  1.19  5.21  -2.25
N  1.72  5.97  -1.27
O  0.67  5.66  -3.24
N  2.43  3.29  -1.23
C  3.73  3.43  -1.60
O  4.62  3.00  -0.88
C  3.99  4.14  -2.86
C  5.23  4.49  -3.20
C  5.61  5.22  -4.44
C  6.33  6.53  -4.10
C  2.09  2.54  -0.04
C  -1.59  -1.83  1.19
H  -6.17  -7.37  6.13
H  -5.80  -9.10  6.14
H  -7.29  -8.53  5.41
H  -5.61  -9.12  3.65
H  -4.45  -7.27  2.73
H  -5.15  -5.75  5.32
H  -3.99  -3.93  4.40
H  -2.89  -2.87  3.00
H  -2.17  -4.95  0.03
H  -0.88  -4.05  -1.85
H  -0.02  -1.75  -1.81
H  1.39  0.22  -1.05
H  -0.11  0.78  -1.83
H  -0.81  3.02  -1.66
H  -0.19  4.10  -0.40
H  1.20  3.18  -2.94
H  2.23  5.56  -0.51
H  1.74  6.97  -1.38
H  3.16  4.37  -3.51
H  6.04  4.24  -2.52
H  4.72  5.43  -5.04
H  6.29  4.59  -5.03
H  6.63  7.05  -5.01
H  7.22  6.33  -3.50
H  5.67  7.18  -3.52
H  2.78  1.70  0.08
H  2.16  3.17  0.86
H  -1.77  -1.19  2.04

Here are the natural (NBO) charges for atoms 1 to 5, given in e: number 1, C, carries -0.66; number 2, C, carries -0.10; number 3, C, carries -0.28; number 4, C, carries -0.12; number 5, C, carries -0.31



Computed, not measured: 6 unconnected molecules or ions with the total composition C19H38I2NO6S at a distorted geometry, with ωB97M-V/def2-TZVPD.

charge	+1
Kohn-Sham gap	5.6	eV
HOMO	-11.2	eV
E	-2246.18693	a.u.
max |F|	0.115	Eh/bohr

Cartesian coordinates (Å):
C  -1.82  0.24  -1.78
C  -0.49  1.17  -1.96
N  0.62  0.42  -1.29
S  2.17  1.13  -1.50
I  2.43  2.61  0.45
C  2.27  2.19  -3.02
C  1.69  3.68  -2.86
O  0.48  3.99  -3.05
I  3.00  5.38  -2.33
H  -1.48  -0.86  -1.93
H  -2.55  0.46  -2.64
H  -2.28  0.32  -0.74
H  -0.75  2.17  -1.45
H  -0.36  1.31  -3.09
H  0.61  -0.59  -1.51
H  3.38  2.28  -3.33
H  1.73  1.72  -3.91
C  -5.11  2.61  2.08
C  -3.74  2.23  1.58
O  -3.56  1.25  0.89
C  -2.59  3.13  1.97
H  -5.83  1.87  1.72
H  -5.12  2.60  3.17
H  -5.38  3.59  1.70
H  -2.49  3.15  3.06
H  -2.76  4.14  1.59
H  -1.66  2.74  1.54
C  -8.94  2.86  0.79
C  -8.17  3.99  0.18
O  -7.32  4.59  0.82
C  -8.48  4.36  -1.24
H  -8.61  2.71  1.82
H  -10.01  3.10  0.80
H  -8.77  1.94  0.23
H  -9.53  4.66  -1.33
H  -8.29  3.51  -1.90
H  -7.85  5.19  -1.55
C  2.87  -1.83  1.10
C  1.83  -2.68  0.42
O  1.47  -2.45  -0.72
C  1.27  -3.84  1.20
H  3.19  -1.04  0.42
H  2.44  -1.37  1.99
H  3.74  -2.43  1.36
H  0.77  -3.47  2.10
H  2.06  -4.53  1.47
H  0.53  -4.36  0.59
C  6.50  -1.46  3.47
C  5.35  -2.14  4.16
O  4.29  -2.33  3.58
C  5.55  -2.57  5.58
H  6.22  -1.20  2.45
H  6.76  -0.54  4.00
H  7.36  -2.13  3.43
H  5.77  -1.70  6.21
H  6.37  -3.29  5.64
H  4.64  -3.04  5.95
C  3.91  -4.30  -4.92
C  3.95  -4.87  -3.52
O  4.53  -5.91  -3.28
C  3.24  -4.10  -2.44
H  4.45  -4.96  -5.59
H  2.87  -4.24  -5.26
H  4.38  -3.32  -4.93
H  2.18  -4.02  -2.67
H  3.69  -3.10  -2.34
H  3.36  -4.62  -1.49

Here are the natural (NBO) charges for atoms 1 to 5, given in e: number 1, C, carries -0.63; number 2, C, carries -0.28; number 3, N, carries -0.74; number 4, S, carries 0.81; number 5, I, carries 0.23



Computed, not measured: a molecular structure, C7H8BrI2N at a distorted geometry, with ωB97M-V/def2-TZVPD.

Kohn-Sham gap	8.8	eV
HOMO	-8.8	eV
E	-3495.57571	a.u.
max |F|	0.088	Eh/bohr

Cartesian coordinates (Å):
C  2.53  -1.31  1.64
C  -1.90  -0.27  -1.07
C  0.07  1.07  0.79
C  2.52  -0.10  1.17
C  -0.69  0.26  -1.25
C  -2.85  -0.65  -2.14
C  1.17  1.17  1.77
N  0.26  0.47  -0.30
Br  0.61  0.69  3.54
I  3.80  0.82  -0.18
I  0.09  0.62  -3.19
H  3.28  -2.02  1.33
H  1.81  -1.67  2.35
H  -2.20  -0.48  -0.05
H  -0.89  1.52  1.09
H  -2.94  0.14  -2.89
H  -3.84  -0.85  -1.73
H  -2.51  -1.55  -2.66
H  1.68  2.13  1.80

Here are the natural (NBO) charges for atoms 1 to 5, given in e: number 1, C, carries -0.49; number 2, C, carries -0.24; number 3, C, carries 0.09; number 4, C, carries -0.13; number 5, C, carries 0.04



Computed, not measured: 13 unconnected molecules or ions with the total composition C4H36N2O12S at a distorted geometry, with ωB97M-V/def2-TZVPD.

Kohn-Sham gap	9.2	eV
HOMO	-9.2	eV
E	-1584.57552	a.u.
max |F|	0.046	Eh/bohr

Cartesian coordinates (Å):
C  -0.23  -0.75  -0.73
N  0.73  -0.12  0.16
C  0.14  0.96  0.99
C  0.85  1.12  2.32
S  0.78  2.82  2.95
C  0.08  -2.18  -1.22
N  0.58  -3.15  -0.25
H  -0.41  -0.12  -1.59
H  -1.20  -0.83  -0.26
H  1.20  -0.81  0.73
H  0.10  1.85  0.36
H  -0.90  0.68  1.19
H  1.90  0.82  2.31
H  0.40  0.47  3.07
H  1.51  3.44  2.02
H  0.73  -2.17  -2.10
H  -0.87  -2.50  -1.63
H  0.90  -2.73  0.61
H  -0.20  -3.70  0.07
H  0.33  0.60  -4.45
H  0.13  0.25  -3.07
O  0.54  -0.14  -3.86
H  3.17  -1.28  -0.31
H  2.92  -2.76  -0.32
O  3.16  -2.05  0.28
H  -2.13  2.71  -0.54
H  -1.58  3.08  0.86
O  -1.35  3.07  -0.07
H  2.09  0.19  -1.01
H  2.24  0.23  -2.51
O  2.74  0.40  -1.72
H  -0.76  2.75  -1.89
H  0.72  2.96  -2.30
O  -0.06  2.40  -2.46
H  -3.78  -0.16  1.86
H  -2.39  -1.03  2.00
O  -3.04  -0.59  1.43
H  0.12  -1.70  2.92
H  -1.09  -2.64  2.53
O  -0.74  -1.75  2.47
H  -2.26  0.46  -3.86
H  -1.40  -0.81  -4.03
O  -2.31  -0.47  -4.06
H  -2.93  -2.72  0.83
H  -3.42  -4.27  0.98
O  -2.74  -3.62  1.04
H  -3.28  0.80  -1.72
H  -3.10  0.27  -0.32
O  -3.12  1.10  -0.82
H  1.77  2.48  -0.57
H  2.81  2.81  -1.53
O  2.11  3.26  -1.02
H  2.70  -2.45  2.15
H  2.07  -3.38  3.27
O  1.95  -2.59  2.75

Here are the natural (NBO) charges for atoms 1 to 5, given in e: number 1, C, carries -0.21; number 2, N, carries -0.68; number 3, C, carries -0.27; number 4, C, carries -0.54; number 5, S, carries -0.05



Computed, not measured: a single C23H24ClNO4S molecule at a distorted geometry, with ωB97M-V/def2-TZVPD.

Kohn-Sham gap	8.1	eV
HOMO	-7.8	eV
E	-2104.25060	a.u.
max |F|	0.381	Eh/bohr

Cartesian coordinates (Å):
C  -4.38  -0.22  1.09
C  -3.72  -1.24  1.99
O  -2.33  -0.98  2.20
C  -1.54  -1.70  1.36
C  -0.24  -1.79  1.65
C  0.68  -2.28  1.10
C  0.35  -2.97  0.03
C  -0.90  -2.87  -0.67
C  -1.95  -2.29  0.10
H  -2.87  -2.42  -0.17
H  -1.19  -3.19  -1.46
C  1.43  -3.33  -1.09
H  2.42  -3.87  -0.48
H  1.21  -4.24  -1.46
C  1.98  -2.43  -2.18
N  2.36  -1.22  -1.31
C  3.71  -0.83  -1.53
O  4.49  -1.19  -2.22
C  3.98  0.66  -0.85
C  4.83  1.56  -0.74
C  4.48  2.49  0.01
C  3.26  2.16  0.86
O  2.97  1.01  0.23
C  2.47  2.76  1.90
H  3.03  3.75  1.89
H  2.31  2.06  2.51
S  0.94  3.15  0.90
O  1.27  3.65  -0.54
C  -0.06  1.66  1.19
C  -1.06  1.64  0.17
C  -1.06  0.93  -1.04
C  -2.13  0.80  -2.05
C  -3.11  1.76  -1.76
C  -3.19  2.48  -0.73
C  -2.18  2.51  0.22
H  -2.13  3.47  1.09
H  -3.96  3.31  -0.79
Cl  -4.43  1.76  -2.67
H  -2.09  0.20  -2.75
H  -0.37  0.25  -1.02
H  0.79  0.81  1.07
H  -0.49  1.76  2.34
H  4.96  3.35  0.34
H  5.64  1.36  -1.50
H  1.69  -0.69  -0.85
H  1.31  -2.26  -2.74
H  2.91  -2.91  -2.59
H  1.89  -2.29  1.44
H  -0.01  -1.03  2.64
H  -4.23  -2.19  1.73
H  -4.31  -1.02  2.93
H  -4.21  0.84  1.29
H  -5.32  -0.29  0.81
H  -3.91  -0.42  0.12

Here are the natural (NBO) charges for atoms 1 to 5, given in e: number 1, C, carries -0.63; number 2, C, carries -0.10; number 3, O, carries -0.48; number 4, C, carries 0.28; number 5, C, carries -0.16